P) DFT (wB97M-V/def2-TZVPD) results for a 2-piece molecular cluster, C8H11NO overall.

Structure (XYZ):
```
21
Properties=species:S:1:pos:R:3
C 1.31 0.71 -0.86
C 2.23 1.43 -0.05
C 3.08 0.68 0.71
C 3.28 -0.73 0.56
C 2.36 -1.36 -0.29
C 1.25 -0.66 -0.87
C -2.91 -0.06 0.10
C -4.35 -0.06 0.16
H 0.79 1.46 -1.45
H 2.21 2.51 0.20
H 3.92 1.12 1.22
H 3.95 -1.28 1.33
H 2.27 -2.47 -0.33
H 0.76 -1.27 -1.49
H -1.20 0.41 0.98
H -2.39 -0.12 2.12
H -4.92 0.87 -0.23
H -4.80 -0.08 1.31
H -4.70 -0.74 -0.55
N -2.13 -0.21 1.12
O -2.31 0.17 -0.97
```

Results
HOMO-LUMO gap   9.90 eV
HOMO   -9.1 eV
LUMO level   0.776 eV
Structure (SMILES)   c1ccccc1.CC(N)=O

***

Q) DFT (wB97M-V/def2-TZVPD) results for a 2-piece molecular cluster, C8H11NO overall.

Structure (XYZ):
```
21
Properties=species:S:1:pos:R:3
C -0.23 -1.51 -2.15
C -1.72 -1.63 -2.14
C -2.51 -0.58 -2.85
C -1.98 0.37 -3.62
C -0.59 0.49 -3.55
C 0.35 -0.44 -2.98
C 1.57 0.66 3.58
C 1.91 0.98 5.12
H 0.52 -2.10 -1.48
H -2.24 -2.45 -1.62
H -3.59 -0.90 -2.99
H -2.61 1.15 -3.86
H -0.08 1.36 -3.93
H 1.45 -0.13 -2.96
H -0.17 0.53 2.41
H -0.16 1.61 4.03
H 1.64 0.18 6.03
H 1.31 1.97 5.57
H 3.05 1.03 5.07
N 0.18 0.85 3.32
O 2.36 0.23 2.75
```

Results
HOMO-LUMO gap   9.71 eV
HOMO   -9.0 eV
LUMO level   0.734 eV
Structure (SMILES)   c1ccccc1.CC(N)=O

***

Computed energies relative to the best structure, in hartree: P) 0.0000; Q) 0.0244

***

P) DFT (wB97M-V/def2-TZVPD) results for the molecule C5H6O3.

Structure (XYZ):
```
14
Properties=species:S:1:pos:R:3
C 2.12 -1.21 0.28
C 0.74 -0.49 -0.30
C -1.80 -0.97 -0.18
C -1.90 0.37 -0.04
C 0.46 0.99 0.02
H 1.82 -2.46 0.45
H 3.20 -0.92 -0.31
H 2.15 -0.53 1.31
H 0.94 -0.56 -1.38
H -2.53 -1.70 -0.15
H -2.78 0.86 0.16
O -0.45 -1.44 -0.02
O -0.95 1.23 0.43
O 1.34 1.86 -0.26
```

Results
HOMO-LUMO gap   9.29 eV
HOMO   -8.9 eV
LUMO level   0.341 eV
Structure (SMILES)   C[C@H]1OC=COC1=O

***

Q) DFT (wB97M-V/def2-TZVPD) results for the molecule C5H6O3.

Structure (XYZ):
```
14
Properties=species:S:1:pos:R:3
C -1.47 0.35 0.24
C 0.68 1.07 -0.56
C 0.20 -0.95 -0.78
C 0.87 -0.87 0.49
C 1.24 0.32 0.74
H -1.04 0.16 1.15
H -2.54 0.25 0.39
H 1.03 1.98 -0.97
H 0.19 -1.83 -1.43
H 0.34 -1.81 1.24
H 1.54 0.61 1.87
O -0.68 1.52 -0.37
O 0.88 0.07 -1.46
O -1.24 -0.87 -0.56
```

Results
HOMO-LUMO gap   11.20 eV
HOMO   -10.4 eV
LUMO level   0.834 eV
Structure (SMILES)   C1=C[C@H]2OCO[C@@H]1O2

***

Computed energies relative to the best structure, in hartree: P) 0.0000; Q) 0.0084

***

P) DFT (wB97M-V/def2-TZVPD) results for a 2-piece molecular cluster, C2H2S3 overall.

Structure (XYZ):
```
7
Properties=species:S:1:pos:R:3
C 0.31 -0.57 -0.07
C 0.00 0.58 0.07
S -4.98 0.94 0.10
S -3.11 -1.73 0.06
S -3.24 0.18 -0.22
H 0.58 -1.57 -0.18
H -0.25 1.59 0.18
```

Results
HOMO-LUMO gap   7.10 eV
HOMO   -9.6 eV
LUMO level   -2.454 eV

***

Q) DFT (wB97M-V/def2-TZVPD) results for C2H2S3 as an isolated structure.

Structure (XYZ):
```
7
Properties=species:S:1:pos:R:3
C -2.77 0.01 -0.08
C -0.38 0.02 -0.02
S -4.35 -0.03 0.01
S -1.56 1.37 0.02
S -1.61 -1.34 0.02
H 0.24 -0.11 -0.86
H 0.41 -0.13 0.85
```

Results
HOMO-LUMO gap   8.79 eV
HOMO   -9.0 eV
LUMO level   -0.181 eV

***

Computed energies relative to the best structure, in hartree: P) 0.0727; Q) 0.0000

***

P) DFT (wB97M-V/def2-TZVPD) results for CHN3O3S as an isolated structure.

Structure (XYZ):
```
9
Properties=species:S:1:pos:R:3
C 0.77 -2.35 0.25
N 1.45 -3.18 0.65
N -1.13 1.15 0.19
N 0.08 0.53 0.01
O -1.09 2.30 -0.16
O -1.90 0.50 0.82
O 0.85 1.07 -0.95
S -0.49 -1.55 -0.42
H 1.47 1.52 -0.38
```

Results
HOMO-LUMO gap   7.86 eV
HOMO   -10.6 eV
LUMO level   -2.699 eV

***

Q) DFT (wB97M-V/def2-TZVPD) results for a 2-piece molecular cluster, CHN3O3S overall.

Structure (XYZ):
```
9
Properties=species:S:1:pos:R:3
C -1.44 -0.87 -0.78
N -2.15 -1.70 -1.17
N -4.38 0.28 0.21
N -3.69 1.12 -0.03
O -5.06 -0.61 0.44
O 0.48 0.24 0.68
O -0.37 1.50 -1.33
S -0.85 0.81 -0.16
H 1.10 -0.06 0.02
```

Results
HOMO-LUMO gap   10.87 eV
HOMO   -11.3 eV
LUMO level   -0.466 eV

***

Computed energies relative to the best structure, in hartree: P) 0.1415; Q) 0.0000